[1]
Molecular formula: C33H67AlClNO7P
Method: DFT, ωB97M-V with the def2-TZVPD basis set

- Charge: -1

```
111
Properties=species:S:1:pos:R:3:forces:R:3
C 0.1120 -1.7990 -0.7288 0.2606 0.3610 -0.1403
C 0.1622 -0.4440 -1.4507 -0.2743 -0.2833 0.2442
C 0.1948 0.7470 -0.4982 0.6553 -0.2879 0.1400
C 1.4136 0.7105 0.4615 -0.0510 0.2425 -0.5360
C 2.1460 2.0600 0.4834 -0.4702 -0.0325 -0.0653
C 3.0292 2.2693 -0.7453 0.1561 0.0221 0.4030
C 4.2418 1.3393 -0.8368 -0.0675 -0.5428 -0.0486
C 4.6674 1.0182 -2.2836 0.0419 0.7684 -0.1543
C 6.1712 1.1831 -2.5728 -0.2340 -0.1261 0.4992
C 6.9627 -0.1162 -2.5883 0.3500 0.0967 -0.7045
C 6.6611 -1.0349 -3.7912 0.5116 -0.3160 0.8728
C 7.8204 -2.0152 -4.0503 -0.6282 0.0224 -0.4740
Al 7.5158 -3.2663 -5.5713 0.2980 -0.2181 -0.2764
Cl 6.6006 -2.3173 -7.3415 0.1109 -0.0472 0.1535
N 9.2485 -3.9936 -6.0910 -0.8623 0.2337 -0.1361
C 9.9875 -4.0375 -5.1540 0.1449 0.0905 -0.0794
O 10.7289 -4.0646 -4.2391 0.5621 -0.1565 0.4679
P 6.1961 -5.1350 -4.9786 -0.4682 -0.0666 0.2303
C 6.3179 -6.2036 -6.5015 0.3622 0.2171 -0.0084
C 7.3773 -6.0291 -3.8327 -0.0098 0.5295 -0.5352
H -0.4583 -1.7081 0.1908 -0.1560 -0.1843 -0.0408
H -0.3375 -2.5475 -1.3779 -0.0656 -0.1502 0.1139
H 1.1121 -2.1453 -0.4697 0.0537 -0.0188 0.0270
H -0.7257 -0.3573 -2.0814 0.0326 0.0492 -0.1237
H 1.0370 -0.4197 -2.1036 -0.0028 0.1175 -0.1089
H -0.7171 0.7660 0.1004 -0.1761 0.1254 -0.1257
H 0.2598 1.6508 -1.1051 -0.1979 0.1793 0.0914
H 2.0911 -0.0538 0.0809 0.1286 -0.1195 0.2193
H 1.1062 0.4124 1.4622 0.0047 -0.0569 0.0682
H 1.3668 2.8283 0.4534 0.0682 0.1667 0.1586
H 2.6924 2.2172 1.4160 0.1985 -0.1353 -0.0223
H 2.4032 2.1947 -1.6338 0.0185 -0.1000 -0.1073
H 3.3946 3.2971 -0.7236 -0.0747 0.0924 -0.1915
H 4.0387 0.3925 -0.3314 -0.0559 0.0280 0.1347
H 5.0688 1.7876 -0.2834 0.1011 0.0374 -0.0308
H 4.1325 1.7189 -2.9301 -0.0517 -0.0150 -0.0579
H 4.3172 0.0296 -2.5798 0.0496 -0.0973 0.0244
H 6.5921 1.8356 -1.8015 -0.0032 0.0975 0.0019
H 6.3036 1.7215 -3.5127 0.0921 -0.1736 -0.1651
H 6.8415 -0.6795 -1.6604 -0.0941 0.0327 0.1127
H 8.0267 0.1306 -2.6579 0.0530 0.0639 0.1215
H 6.4589 -0.4258 -4.6715 -0.2041 -0.0485 -0.1059
H 5.7956 -1.6435 -3.5195 -0.3473 0.1715 -0.4309
H 8.7418 -1.4531 -4.2257 0.1492 -0.0169 0.1445
H 7.9376 -2.6193 -3.1449 0.3004 -0.0138 0.0655
H 7.2365 -6.0129 -7.0605 0.0498 -0.0177 -0.0285
H 6.3158 -7.2603 -6.2350 -0.2109 -0.0625 0.0483
H 5.4763 -5.9799 -7.1531 -0.0791 -0.0943 -0.0450
H 7.7588 -5.2879 -3.1306 0.0694 -0.1043 0.1822
H 8.2170 -6.4060 -4.4164 0.1301 -0.1690 0.1543
H 6.8802 -6.8260 -3.2866 0.0207 -0.1294 0.0156
C 0.8696 6.8527 -1.9877 0.1318 -0.2724 -0.0286
C 1.8162 5.8630 -2.6233 0.0149 0.0587 -0.0217
O 1.7801 4.6856 -2.3559 -0.0675 0.0253 -0.0318
C 2.8190 6.4093 -3.6152 0.0460 -0.2022 0.0010
H 0.2085 6.3405 -1.3014 -0.0443 -0.0188 0.0402
H 1.4336 7.6096 -1.4397 -0.0328 0.0924 -0.0826
H 0.2715 7.3444 -2.7568 0.0535 0.1109 0.0187
H 3.4591 7.1484 -3.1306 -0.0583 0.0932 -0.0468
H 2.2995 6.8851 -4.4487 0.0194 0.1113 0.0411
H 3.4350 5.5972 -3.9947 -0.0083 -0.0072 0.0100
C -3.0004 7.8455 1.6860 0.2504 -0.0003 -0.1333
C -2.6972 7.5055 0.2482 -0.0314 0.0007 0.0328
O -1.5629 7.4024 -0.1573 -0.1014 0.0774 0.0469
C -3.8804 7.2958 -0.6684 0.1597 -0.0350 -0.1335
H -2.0729 7.9668 2.2372 -0.0039 -0.0179 0.0274
H -3.5716 8.7746 1.7363 -0.1157 -0.0658 0.0295
H -3.5807 7.0482 2.1500 -0.0939 0.0666 0.0229
H -4.4875 8.2017 -0.7081 -0.0839 -0.0436 0.0768
H -4.4966 6.4742 -0.3004 -0.0803 0.0707 0.0482
H -3.5280 7.0568 -1.6691 0.0091 -0.0034 0.0051
C -2.9045 9.7979 5.7245 0.0621 -0.0697 -0.1827
C -3.3099 8.3428 5.7422 0.0041 0.0173 0.0385
O -3.0795 7.6113 4.8095 -0.0241 -0.0064 0.0174
C -4.0156 7.8478 6.9823 0.0044 -0.1655 -0.1199
H -2.4086 10.0252 4.7838 0.0023 -0.0092 -0.0018
H -3.7855 10.4333 5.8288 0.0206 0.0214 0.1167
H -2.2208 10.0061 6.5488 -0.0822 0.0505 0.0657
H -4.9399 8.4071 7.1356 0.0486 0.0698 0.0854
H -3.3749 7.9802 7.8553 -0.0563 0.0968 0.0358
H -4.2507 6.7924 6.8686 0.0058 -0.0019 -0.0082
C -4.4889 -0.7201 1.0096 0.1958 0.0591 -0.0466
C -3.7853 -2.0507 1.1533 -0.0293 -0.0174 -0.0022
O -2.5965 -2.1549 0.9656 -0.1126 -0.0079 0.0987
C -4.6386 -3.2337 1.5387 0.2749 -0.0008 -0.0525
H -3.7666 0.0435 0.7296 0.0089 -0.0101 -0.0015
H -5.2586 -0.7857 0.2389 -0.0887 -0.0118 0.0789
H -4.9589 -0.4414 1.9543 -0.1099 -0.0344 -0.0363
H -5.4154 -3.4009 0.7928 -0.1130 0.0356 0.0958
H -5.1141 -3.0583 2.5041 -0.1408 0.0037 -0.0596
H -4.0155 -4.1220 1.6061 -0.0029 -0.0074 -0.0002
C -5.5498 -7.4989 2.2003 0.1242 0.1573 0.0588
C -6.7574 -6.6872 1.8161 0.0194 -0.0521 -0.0298
O -6.7998 -5.4884 1.9838 -0.0669 0.0015 0.0658
C -7.9175 -7.4433 1.2196 -0.1021 0.1885 -0.0071
H -4.7871 -6.8453 2.6192 0.0005 0.0121 -0.0202
H -5.8384 -8.2400 2.9462 -0.0131 -0.0832 -0.0785
H -5.1417 -8.0060 1.3243 -0.0541 -0.0883 0.0221
H -8.2723 -8.1897 1.9322 0.0763 -0.0818 -0.0367
H -7.6044 -7.9474 0.3040 0.0118 -0.1057 0.0537
H -8.7243 -6.7511 0.9891 0.0083 0.0067 -0.0023
C -7.1571 -6.1885 5.5777 0.0645 -0.1248 -0.2025
C -7.5559 -7.6364 5.7268 0.0092 0.0652 0.0321
O -7.4285 -8.4309 4.8231 -0.0353 -0.0026 -0.0363
C -8.1239 -8.0521 7.0623 -0.0070 -0.1903 -0.1078
H -6.7659 -6.0098 4.5789 -0.0121 0.0227 0.0000
H -8.0236 -5.5453 5.7385 0.0303 0.0298 0.1088
H -6.3907 -5.9366 6.3125 -0.0820 0.0507 0.0806
H -9.0266 -7.4788 7.2785 0.0580 0.0776 0.0755
H -7.3933 -7.8695 7.8517 -0.0533 0.1034 0.0365
H -8.3692 -9.1112 7.0401 0.0036 -0.0003 -0.0084
```
Positions in Å, forces in eV/Å.

[2]
Molecular formula: C33H68N20O38S
Method: DFT, ωB97M-V with the def2-TZVPD basis set

```
160
Properties=species:S:1:pos:R:3:forces:R:3
C -2.9608 -3.2680 -4.9039 0.0606 -0.6663 0.4305
C -2.4086 -4.3366 -4.2625 -0.2453 0.7273 0.0502
C -1.9044 -4.1236 -2.8663 -0.9138 -0.3551 0.0761
C -2.6068 -4.5169 -1.7435 0.2533 0.0022 0.1483
C -2.0613 -4.2728 -0.4944 -0.5395 -0.3108 0.3002
C -0.8562 -3.6358 -0.3251 0.8194 0.5421 -0.1697
C -0.1265 -3.1904 -1.4381 -0.4161 -0.5281 -0.2154
C -0.6682 -3.4690 -2.6994 0.3607 0.3761 -0.3905
S 0.2905 -2.9583 -4.1213 -0.0192 -0.1201 -0.1168
C 0.8657 -1.3980 -3.5089 -0.2899 -0.8104 0.0049
C 0.9645 -0.2869 -4.3314 0.0419 0.1760 0.0653
C 1.4106 0.9264 -3.8147 -0.2742 -0.7459 -0.1118
C 1.7407 0.9756 -2.4674 0.1563 0.6875 -0.4754
C 1.6478 -0.1373 -1.6662 0.1199 -0.0004 0.4749
C 1.2013 -1.3495 -2.1671 0.3835 0.5228 -0.2794
N 1.1225 -2.4813 -1.3238 -1.4391 0.1665 0.2478
H -3.8025 -2.7901 -4.4075 1.0336 1.3040 0.6486
H -2.5583 -2.8437 -5.8171 -1.1048 -0.9472 -0.9652
H -2.3274 -5.3152 -4.7269 1.5331 0.2726 -0.5028
H -3.5696 -4.9975 -1.8432 0.2280 -0.0151 0.0093
H -2.6196 -4.5959 0.3725 0.0643 -0.0092 0.1562
H -0.4723 -3.4644 0.6722 0.0592 0.0575 0.0372
H 0.6879 -0.4000 -5.3704 -0.0711 0.0662 -0.0902
H 1.4586 1.7936 -4.4564 0.1136 0.1351 0.0661
H 2.0695 1.9116 -2.0484 0.0358 0.0257 0.1528
H 1.9344 -0.0537 -0.6237 -0.0614 -0.0100 0.0700
H 1.1375 -2.0832 -0.3899 0.3743 -0.5337 0.2877
C 2.5570 4.7263 1.2231 -0.1611 0.6647 -0.4606
N 2.1786 3.8923 0.0513 0.0462 0.2703 0.1275
O 1.6896 4.4312 -0.9226 0.0273 -0.0945 0.0444
O 2.3924 2.7044 0.1591 0.0211 -0.2057 -0.0986
H 2.3273 5.7642 1.0057 -0.0127 -0.0502 -0.1674
H 1.9862 4.3708 2.0634 0.0132 -0.0763 0.0961
H 3.6198 4.5903 1.3853 -0.0194 -0.1057 0.1256
C -2.1787 1.6145 -6.0983 -0.2204 0.1714 0.0171
N -2.6713 0.5361 -6.9954 0.1328 0.0150 0.2292
O -3.4004 0.8421 -7.9168 -0.0100 -0.0881 -0.0378
O -2.3002 -0.5907 -6.7333 -0.1219 0.0296 -0.2022
H -2.5791 2.5616 -6.4369 -0.0130 -0.0418 -0.0633
H -2.5210 1.3804 -5.0945 0.1020 -0.0884 0.0192
H -1.0982 1.6110 -6.1472 0.1010 -0.0659 0.0876
C 0.1679 7.3777 -4.1217 -0.2204 -0.0766 0.0755
N 0.8503 8.6813 -3.9089 -0.0473 -0.0263 0.0324
O 0.2683 9.5363 -3.2800 0.0283 0.0196 -0.0170
O 1.9624 8.8004 -4.3877 -0.1914 -0.0044 0.0183
H -0.8036 7.4156 -3.6434 0.0255 0.0835 0.0408
H 0.0725 7.2293 -5.1926 0.1590 -0.0567 -0.0001
H 0.7904 6.6061 -3.6788 0.0702 -0.0130 -0.1032
C 4.3743 1.2858 3.9848 0.2189 0.0095 -0.3877
N 4.1550 2.7178 3.6514 0.0017 -0.2483 -0.0114
O 5.1008 3.4766 3.7042 0.0104 0.0739 -0.0438
O 3.0266 3.0375 3.3364 0.1024 -0.1964 0.4604
H 5.4154 1.1429 4.2445 -0.0021 0.0918 0.0949
H 3.7372 1.0382 4.8167 -0.1728 0.0543 -0.0756
H 4.1067 0.7087 3.1029 -0.1233 0.0498 0.0105
C 4.7632 9.3154 -5.2275 0.0266 -0.0244 0.1050
N 6.1657 9.2375 -4.7316 -0.0944 0.0126 -0.0713
O 6.3422 8.9441 -3.5693 0.0612 -0.0040 0.0056
O 7.0506 9.4755 -5.5319 0.0586 0.0178 -0.0103
H 4.0943 9.0836 -4.4149 0.0962 -0.0077 0.1091
H 4.6033 10.3264 -5.5885 0.0456 -0.0413 -0.1374
H 4.6635 8.5959 -6.0342 0.0429 0.1029 -0.0956
C -7.5156 -5.8228 -2.2894 -0.1492 0.0772 -0.0864
N -6.0405 -5.6404 -2.3094 -0.2042 -0.0372 0.0231
O -5.5550 -5.0373 -3.2371 0.0787 -0.0005 -0.0058
O -5.4137 -6.1113 -1.3747 -0.1113 -0.1260 -0.0810
H -7.9295 -5.3523 -3.1731 0.0660 0.0337 -0.0149
H -7.7106 -6.8911 -2.2829 0.0290 -0.0024 0.1066
H -7.8869 -5.3514 -1.3834 0.0377 -0.0590 0.0445
C 4.3552 -1.1754 8.1408 0.0220 0.0259 0.1789
N 4.3495 -0.4144 6.8641 0.0500 -0.0491 0.3039
O 4.3169 0.7958 6.9355 -0.0390 -0.1792 -0.0177
O 4.3785 -1.0674 5.8383 0.0301 0.0764 0.0206
H 4.3286 -0.4678 8.9604 0.0023 0.0488 -0.0454
H 3.4759 -1.8127 8.1432 0.0453 -0.0659 -0.0632
H 5.2668 -1.7654 8.1614 -0.0340 -0.0557 -0.0667
C 3.0086 -2.7799 2.9543 -0.2737 0.1050 0.2531
N 1.8189 -1.8853 2.9831 0.1209 -0.1379 0.0312
O 1.6639 -1.1668 3.9450 -0.0957 0.0390 0.0018
O 1.0675 -1.9321 2.0244 -0.0204 0.0593 -0.0103
H 3.5750 -2.6263 3.8629 -0.0433 0.1147 0.0428
H 2.6383 -3.7995 2.8856 -0.0120 0.0175 -0.1353
H 3.5863 -2.5167 2.0814 -0.0814 -0.0275 -0.1535
C 0.0345 4.2960 -8.6307 0.0809 0.0690 -0.1374
N 0.2611 4.6807 -7.2106 0.0522 0.0076 0.0498
O 1.0303 5.5863 -6.9806 0.0133 0.0775 -0.0352
O -0.3459 4.0548 -6.3631 -0.0237 0.0080 -0.0483
H 0.6392 4.9378 -9.2600 0.0241 0.0287 0.0568
H 0.3262 3.2552 -8.7367 -0.0875 -0.0240 0.0389
H -1.0235 4.4263 -8.8384 -0.0193 -0.0931 0.0467
C -1.7494 -1.8389 4.0005 0.2393 -0.0670 -0.1857
N -2.1041 -3.1114 4.6845 0.0099 0.0716 -0.0666
O -1.2811 -4.0101 4.6766 0.0887 -0.0664 0.0586
O -3.1899 -3.1821 5.2163 -0.0329 -0.0898 0.0411
H -0.7572 -1.9424 3.5820 -0.0499 -0.0563 -0.0248
H -2.4857 -1.6687 3.2201 -0.1039 0.0370 0.1039
H -1.7797 -1.0493 4.7409 -0.1485 0.0252 -0.0108
C -5.2617 -3.2303 0.1238 0.0995 0.3109 -0.0136
N -6.4261 -2.3106 0.2060 0.0631 -0.0580 -0.0387
O -6.5242 -1.5951 1.1780 -0.0436 0.0576 -0.0066
O -7.2134 -2.3434 -0.7221 -0.0615 -0.0439 0.0048
H -4.6550 -3.0994 1.0087 -0.0567 0.0289 0.0478
H -5.6500 -4.2380 0.0692 -0.0156 -0.0266 -0.0308
H -4.7040 -2.9728 -0.7728 -0.0839 -0.0300 -0.0580
C -4.8928 -7.6210 2.4724 0.1750 -0.0782 0.0412
N -5.2239 -6.2799 1.9226 0.0657 -0.0578 0.0213
O -4.3212 -5.4764 1.8089 0.0159 -0.1299 0.1231
O -6.3809 -6.0793 1.6238 -0.0525 0.0444 0.0070
H -3.8320 -7.6493 2.6902 0.0041 0.0660 -0.0231
H -5.4831 -7.7570 3.3735 -0.0848 -0.0190 -0.0586
H -5.1588 -8.3547 1.7174 -0.0966 0.0145 0.0203
C 7.1223 11.1929 -8.8624 0.1798 0.0370 -0.1310
N 5.8678 10.5649 -9.3612 0.1654 0.0637 0.0226
O 5.7138 10.4740 -10.5599 -0.0436 -0.0279 -0.0128
O 5.0844 10.1831 -8.5190 -0.1691 -0.0511 0.0292
H 7.7237 11.4820 -9.7160 -0.0551 -0.0176 -0.0432
H 6.8395 12.0574 -8.2700 -0.0200 -0.0696 0.0919
H 7.6330 10.4552 -8.2502 -0.0947 0.0344 0.1219
C -1.7574 -5.3970 7.7947 0.1083 0.0990 -0.1457
N -1.7954 -5.0070 9.2309 0.0148 -0.0353 -0.0923
O -1.0531 -4.1175 9.5953 0.0013 0.0523 0.0454
O -2.5715 -5.6063 9.9432 -0.0111 0.0019 0.0411
H -1.0259 -4.7809 7.2869 -0.0148 0.0316 0.0220
H -1.4833 -6.4466 7.7482 -0.1034 -0.0292 0.0426
H -2.7498 -5.2348 7.3848 -0.0118 -0.0562 0.0045
C 7.0834 -4.7896 1.7269 0.1264 -0.0094 0.1583
N 5.9031 -3.8825 1.7297 0.1519 -0.0734 0.0126
O 5.7381 -3.1638 2.6996 0.3700 -0.0594 -0.0645
O 5.1810 -3.9196 0.7603 -0.0321 0.0416 0.0038
H 7.6298 -4.6450 2.6512 -0.0473 0.0309 0.0257
H 6.7118 -5.8064 1.6452 -0.0104 0.0143 -0.1077
H 7.6907 -4.5279 0.8658 -0.0729 -0.0590 -0.0724
C -3.6476 -0.5656 8.4016 0.0965 -0.2935 0.1309
N -3.1677 0.2573 7.2626 -0.0569 -0.0987 0.0888
O -3.2152 -0.2290 6.1522 0.0210 0.1747 0.0574
O -2.7591 1.3709 7.5229 -0.0406 0.0592 -0.0179
H -3.9836 -1.5233 8.0209 0.0043 0.0417 -0.1012
H -2.8156 -0.6903 9.0898 0.0268 0.0867 -0.0212
H -4.4629 -0.0213 8.8645 0.1848 -0.0722 0.0482
C 8.4292 -0.4591 3.9952 -0.0574 0.1160 -0.1326
N 8.0202 -0.4740 5.4263 -0.0109 0.0267 -0.0927
O 7.1429 0.2899 5.7695 -0.0198 -0.0168 0.0813
O 8.5955 -1.2542 6.1534 -0.0073 -0.0602 0.0381
H 7.8335 0.2814 3.4743 -0.0215 0.0136 0.0503
H 9.4845 -0.2067 3.9611 0.0249 -0.0855 0.0278
H 8.2534 -1.4543 3.5982 0.0500 -0.0321 0.0496
C -6.1442 2.9471 9.3054 0.0064 0.1666 0.0128
N -6.5185 1.9378 8.2784 -0.0111 0.0841 -0.0021
O -7.0576 2.3264 7.2716 -0.0325 -0.0386 -0.0429
O -6.2489 0.7754 8.5288 -0.2783 0.1656 -0.0187
H -6.4413 3.9253 8.9477 -0.0181 -0.0276 -0.0590
H -6.6662 2.6880 10.2216 0.0688 -0.0751 0.0161
H -5.0674 2.8886 9.4393 -0.0100 -0.0761 0.0394
C -5.0451 -2.1130 -8.0177 0.1567 0.0031 -0.1234
N -6.3039 -2.8105 -8.3989 0.0813 0.0442 -0.0059
O -6.5045 -3.0140 -9.5783 -0.0378 -0.0303 -0.0184
O -7.0489 -3.1302 -7.4967 -0.0448 -0.0154 0.0201
H -4.4861 -1.8902 -8.9178 -0.0521 0.0028 -0.0311
H -5.3201 -1.2009 -7.4982 -0.0145 -0.0500 0.0801
H -4.4854 -2.7792 -7.3670 -0.0724 0.0440 0.0999
```
Positions in Å, forces in eV/Å.

Number 1: HOMO -0.1412 Eh, E_tot -2923.2022 Eh. Number 2: HOMO -0.2682 Eh, E_tot -5648.7762 Eh.